1.
This record from the Open Molecules 2025 dataset describes one molecule with the formula C3H4N2O2S at a distorted geometry. The level of theory is ωB97M-V with the def2-TZVPD basis set.

## Properties
* 2S+1: 1
* structure (SMILES): O=CO/N=C\NC=S
* HOMO energy: -8.76 eV
* LUMO: -0.36 eV
* energy above the lowest of the compared OMol25 structures with the same formula, charge and spin: 475.2 kJ/mol

Last column: Löwdin charge in e.
Geometry (Å):
O1 3.1690 -0.8997 -0.6237  0.102
C1 2.5434 -0.9987 0.3663  -0.250
O2 1.1480 -0.5050 0.3606  -0.177
N1 0.9757 0.6862 -0.4388  0.097
C2 -0.2010 1.2642 -0.4212  -0.204
N2 -1.3377 0.8419 0.1687  -0.050
C3 -2.0201 -0.4155 0.1265  -0.602
S1 -1.4465 -1.9912 -0.3692  0.540
H1 2.9155 -1.3907 1.3945  0.167
H2 -0.3476 2.0677 -1.0581  0.108
H3 -2.1026 1.5233 0.1272  0.121
H4 -3.2961 -0.1825 0.3673  0.147

Forces on the atoms, in the same order (eV/Å):
O 0.73 -0.41 0.22
C -1.61 1.45 -0.11
O 0.58 0.73 0.93
N -0.63 0.21 0.04
C 3.70 -3.88 0.46
N -4.32 -2.00 0.70
C -1.10 -1.47 -0.73
S -1.49 4.01 1.29
H -1.22 0.48 -1.57
H 0.42 1.76 -0.95
H 0.83 0.04 0.25
H 4.11 -0.91 -0.52

2.
This record from the Open Molecules 2025 dataset describes a 2-piece molecular cluster, C4H14N2O overall at a distorted geometry. The level of theory is ωB97M-V with the def2-TZVPD basis set.

## Properties
* 2S+1: 2
* HOMO energy (alpha / beta): 0.93 / -5.24 eV
* ⟨S²⟩: 0.7504
* LUMO (alpha / beta): 3.65 / 3.61 eV
* charge: -1
* energy above the lowest of the compared OMol25 structures with the same formula, charge and spin: 153.1 kJ/mol

Last column: Löwdin charge in e.
Geometry (Å):
C1 -2.4487 -0.2728 0.0393  -0.143
C2 -1.0514 0.3876 -0.0299  -0.528
C3 -0.3786 -0.2683 -1.4883  -0.178
C4 1.1194 0.0079 -1.5073  -0.348
N1 1.9540 -0.8149 -0.5991  -0.033
N2 -1.2325 1.7540 0.0844  -0.004
H1 -2.7254 -0.4194 1.0956  0.050
H2 -2.4971 -1.2474 -0.4272  0.040
H3 -3.2812 0.2637 -0.5495  0.092
H4 -0.2908 -0.0958 0.7618  0.110
H5 -0.6188 -1.3370 -1.4677  0.078
H6 -1.0856 0.2530 -2.2209  0.112
H7 1.2672 1.1941 -1.6182  0.136
H8 1.3290 -0.3493 -2.5216  0.065
H9 2.5911 -0.2828 -0.0452  -0.005
H10 1.5283 -1.3741 0.1684  0.031
H11 -0.4987 2.1288 0.7184  0.050
H12 -2.1396 1.9591 0.4957  0.053
H13 3.4227 -0.9595 3.2473  -0.074
H14 2.1440 -0.1068 3.1758  -0.114
O1 2.8927 -0.4201 2.6882  -0.389

Forces on the atoms, in the same order (eV/Å):
C -0.71 0.06 -0.07
C 1.02 -5.59 -1.16
C -2.25 2.67 3.06
C -0.57 0.83 -1.94
N -0.50 -0.13 0.47
N 1.22 2.45 0.68
H -0.32 0.29 -0.32
H 0.37 -0.48 0.06
H 1.35 -0.10 1.06
H -1.88 1.17 -1.16
H 0.24 0.16 0.01
H 1.62 -0.64 0.26
H 0.07 -2.52 1.07
H 0.77 0.27 -0.17
H 0.59 0.77 0.11
H -0.53 0.72 -1.11
H -0.76 0.02 -0.64
H 0.35 0.07 -0.03
H 0.63 -0.83 1.23
H -1.12 0.32 0.97
O 0.40 0.52 -2.38

3.
This record from the Open Molecules 2025 dataset describes a 4-piece molecular cluster, C27H30Cl2NO17S overall at a distorted geometry. The level of theory is ωB97M-V with the def2-TZVPD basis set.

## Properties
* 2S+1: 1
* HOMO energy: -11.19 eV
* LUMO: -3.57 eV
* charge: +1

Last column: Löwdin charge in e.
Geometry (Å):
C1 2.4216 -1.6781 1.7250  -0.093
C2 3.0789 -2.5351 0.6508  -0.709
Cl1 2.5883 -4.2295 0.8665  0.674
C3 2.9663 -2.0144 -0.7991  -0.616
Cl2 3.2454 -3.2711 -2.0208  0.743
N1 1.6522 -1.3986 -1.2088  -0.104
C4 0.4537 -2.2593 -0.8840  -0.133
C5 -0.6849 -2.0625 -1.9054  -0.152
C6 -1.8234 -1.1942 -1.3864  -0.225
S1 -2.6127 -1.7696 0.0977  0.564
O1 -1.8205 -1.2857 1.1980  -0.284
O2 -3.9789 -1.3830 0.0246  -0.234
O3 -2.5278 -3.3419 0.0593  -0.126
C7 1.4444 0.0207 -0.7827  -0.053
C8 2.5460 0.9720 -1.2606  -0.129
O4 3.3000 1.4271 -0.1404  -0.071
C9 2.6598 2.3847 0.5995  -0.334
O5 2.5025 2.2532 1.7611  0.155
H1 2.7198 -0.6373 1.6019  0.076
H2 1.3436 -1.7815 1.7717  0.076
H3 2.8331 -1.9854 2.6818  0.097
H4 4.1443 -2.5293 0.8637  0.110
H5 3.7791 -1.3174 -0.9621  0.109
H6 1.6787 -1.3772 -2.2301  0.145
H7 0.0994 -1.9340 0.0874  0.093
H8 0.7688 -3.2941 -0.8879  0.089
H9 -1.0828 -3.0462 -2.1429  0.125
H10 -0.3199 -1.6488 -2.8470  0.131
H11 -2.6053 -1.1488 -2.1415  0.121
H12 -1.5544 -0.1654 -1.1701  0.075
H13 -1.7685 -3.6353 0.5905  0.110
H14 1.3283 0.0799 0.2914  0.126
H15 0.4978 0.3342 -1.2161  0.134
H16 3.2625 0.4785 -1.9121  0.135
H17 2.1052 1.8194 -1.7848  0.140
H18 2.3471 3.2804 0.0518  0.149
C10 -4.8023 -4.6250 2.6015  0.071
C11 -6.0965 -4.5523 2.9488  -0.228
C12 -6.7817 -5.6738 3.6955  -0.308
O6 -7.9506 -5.5091 3.9810  0.119
C13 -6.0139 -6.8625 4.0181  0.080
C14 -4.7230 -6.9282 3.6638  -0.236
C15 -4.0367 -5.7991 2.9392  -0.314
O7 -2.8533 -5.9407 2.6681  0.082
O8 -3.9456 -7.9713 3.9145  0.121
O9 -6.8734 -3.5213 2.6803  0.132
H19 -4.3060 -3.8271 2.0690  0.113
H20 -6.5156 -7.6649 4.5397  0.139
H21 -3.0644 -7.7534 3.5573  0.118
H22 -7.7537 -3.7352 3.0493  0.126
C16 6.7355 5.8381 -2.8484  0.084
C17 5.4610 6.0271 -2.4754  -0.234
C18 4.7020 4.9887 -1.6916  -0.309
O10 3.5454 5.2375 -1.3863  0.086
C19 5.3626 3.7508 -1.3494  0.069
C20 6.6351 3.5551 -1.7247  -0.227
C21 7.4074 4.6021 -2.4944  -0.308
O11 8.5578 4.3325 -2.7736  0.123
O12 7.3195 2.4566 -1.4632  0.125
O13 4.7712 7.1205 -2.7580  0.128
H23 7.2918 6.5750 -3.4098  0.141
H24 4.7828 3.0295 -0.7938  0.102
H25 8.2120 2.5941 -1.8421  0.127
H26 3.8841 7.0082 -2.3689  0.122
C22 -3.2102 2.4427 0.2145  0.076
C23 -3.4261 3.4743 1.0500  -0.225
C24 -3.3635 4.9113 0.5819  -0.306
O14 -3.5860 5.7695 1.4096  0.128
C25 -3.0418 5.1733 -0.8099  0.082
C26 -2.8291 4.1424 -1.6370  -0.237
C27 -2.9083 2.7121 -1.1691  -0.308
O15 -2.6993 1.8417 -2.0065  0.067
O16 -2.5330 4.2828 -2.9227  0.117
O17 -3.7078 3.3306 2.3269  0.142
H27 -3.2609 1.4119 0.5407  0.122
H28 -2.9887 6.2026 -1.1348  0.140
H29 -2.4548 3.3823 -3.2882  0.115
H30 -3.8232 4.2304 2.6936  0.130

Forces on the atoms, in the same order (eV/Å):
C 0.50 0.18 0.00
C 0.01 0.14 0.20
Cl -0.21 -0.12 -0.06
C 0.07 -0.81 0.00
Cl 0.18 -0.05 -0.02
N -0.07 0.09 0.13
C -0.47 0.26 -0.46
C 0.17 0.00 0.53
C -0.24 -0.42 -0.76
S -0.53 1.57 0.51
O 0.40 -0.49 -0.04
O 0.08 -0.44 -0.10
O 0.24 -0.19 -0.19
C -0.26 0.54 -0.39
C 0.20 0.13 0.43
O -0.02 -0.49 -0.26
C -0.14 0.39 0.08
O 0.03 -0.16 0.71
H -0.08 0.12 0.04
H -0.14 0.04 -0.04
H -0.11 -0.12 0.10
H 0.12 -0.06 -0.19
H -0.25 0.47 0.12
H 0.22 -0.05 -0.05
H 0.20 -0.24 0.28
H 0.24 -0.03 0.17
H -0.01 -0.05 -0.09
H 0.06 0.05 -0.08
H -0.10 0.02 0.01
H -0.01 0.10 0.10
H -0.22 -0.19 0.17
H 0.04 -0.18 0.12
H -0.10 -0.18 -0.10
H -0.03 0.07 -0.25
H 0.00 0.05 -0.13
H 0.00 0.01 -0.41
C 0.08 0.14 -0.08
C 0.10 0.00 -0.03
C 0.10 -0.27 0.09
O -0.08 0.10 -0.04
C -0.11 0.00 0.03
C -0.10 -0.07 0.07
C -0.04 0.26 -0.12
O 0.07 -0.10 -0.01
O 0.03 -0.02 0.00
O -0.02 0.02 0.00
H -0.04 0.03 0.00
H 0.02 -0.01 0.01
H 0.02 0.03 -0.01
H -0.02 -0.04 0.03
C 0.11 -0.03 -0.04
C 0.10 0.08 -0.04
C 0.02 -0.19 0.06
O -0.05 0.05 -0.07
C -0.17 0.03 0.03
C -0.10 -0.08 0.10
C -0.10 0.30 -0.11
O 0.07 -0.12 0.01
O 0.02 -0.03 -0.01
O -0.03 0.00 0.01
H -0.02 0.02 0.01
H 0.25 -0.08 -0.02
H 0.03 0.05 -0.02
H -0.02 -0.01 0.03
C 0.09 -0.15 -0.08
C -0.01 -0.15 0.02
C 0.06 0.13 -0.28
O -0.01 -0.03 0.14
C 0.00 0.11 0.08
C -0.06 0.13 -0.03
C -0.12 -0.13 0.29
O 0.22 0.01 -0.10
O 0.04 0.00 -0.01
O 0.00 0.01 0.01
H -0.07 0.02 0.04
H -0.01 -0.01 -0.03
H -0.04 -0.05 0.00
H -0.01 0.04 -0.01

4.
This record from the Open Molecules 2025 dataset describes one molecule with the formula C6H9N. The level of theory is ωB97M-V with the def2-TZVPD basis set.

## Properties
* 2S+1: 1
* structure (SMILES): Cc1cc[nH]c1C
* HOMO energy: -7.81 eV
* LUMO: 1.06 eV
* energy above the lowest of the compared OMol25 structures with the same formula, charge and spin: 30.1 kJ/mol

Last column: Löwdin charge in e.
Geometry (Å):
C1 -0.9587 -1.7839 0.3702  -0.062
C2 0.0401 -0.6834 0.0737  -0.256
C3 1.4439 -0.9858 0.0188  -0.069
C4 2.0841 0.1974 -0.2525  -0.141
N1 1.1420 1.1990 -0.3905  0.037
C5 -0.1301 0.6762 -0.1747  -0.257
C6 -1.3547 1.5946 -0.1036  -0.033
H1 -0.4265 -2.7382 0.2822  0.065
H2 -1.7991 -1.8233 -0.3307  0.070
H3 -1.3930 -1.7924 1.3809  0.073
H4 1.8812 -1.9910 0.1683  0.109
H5 3.1299 0.4188 -0.4002  0.100
H6 1.4116 2.1640 -0.5259  0.147
H7 -2.3223 1.0903 -0.3150  0.079
H8 -1.2199 2.4944 -0.7194  0.068
H9 -1.5285 1.9633 0.9184  0.070

Forces on the atoms, in the same order (eV/Å):
C -0.07 -0.06 -0.04
C -0.13 -0.05 0.12
C -0.20 0.31 -0.03
C -0.05 0.05 -0.16
N 0.10 -0.74 0.31
C -0.18 -0.03 0.24
C 0.08 -0.46 0.46
H -0.16 0.12 -0.06
H 0.12 0.14 0.01
H 0.20 0.36 -0.17
H -0.26 0.95 -0.17
H -0.05 -0.03 0.03
H -0.43 -0.26 0.02
H 0.82 0.15 -0.41
H -0.18 -0.41 -0.09
H 0.39 -0.05 -0.06

Repeat the second record exactly.
This record from the Open Molecules 2025 dataset describes a 2-piece molecular cluster, C4H14N2O overall at a distorted geometry. The level of theory is ωB97M-V with the def2-TZVPD basis set.

## Properties
* 2S+1: 2
* HOMO energy (alpha / beta): 0.93 / -5.24 eV
* ⟨S²⟩: 0.7504
* LUMO (alpha / beta): 3.65 / 3.61 eV
* charge: -1
* energy above the lowest of the compared OMol25 structures with the same formula, charge and spin: 153.1 kJ/mol

Last column: Löwdin charge in e.
Geometry (Å):
C1 -2.4487 -0.2728 0.0393  -0.143
C2 -1.0514 0.3876 -0.0299  -0.528
C3 -0.3786 -0.2683 -1.4883  -0.178
C4 1.1194 0.0079 -1.5073  -0.348
N1 1.9540 -0.8149 -0.5991  -0.033
N2 -1.2325 1.7540 0.0844  -0.004
H1 -2.7254 -0.4194 1.0956  0.050
H2 -2.4971 -1.2474 -0.4272  0.040
H3 -3.2812 0.2637 -0.5495  0.092
H4 -0.2908 -0.0958 0.7618  0.110
H5 -0.6188 -1.3370 -1.4677  0.078
H6 -1.0856 0.2530 -2.2209  0.112
H7 1.2672 1.1941 -1.6182  0.136
H8 1.3290 -0.3493 -2.5216  0.065
H9 2.5911 -0.2828 -0.0452  -0.005
H10 1.5283 -1.3741 0.1684  0.031
H11 -0.4987 2.1288 0.7184  0.050
H12 -2.1396 1.9591 0.4957  0.053
H13 3.4227 -0.9595 3.2473  -0.074
H14 2.1440 -0.1068 3.1758  -0.114
O1 2.8927 -0.4201 2.6882  -0.389

Forces on the atoms, in the same order (eV/Å):
C -0.71 0.06 -0.07
C 1.02 -5.59 -1.16
C -2.25 2.67 3.06
C -0.57 0.83 -1.94
N -0.50 -0.13 0.47
N 1.22 2.45 0.68
H -0.32 0.29 -0.32
H 0.37 -0.48 0.06
H 1.35 -0.10 1.06
H -1.88 1.17 -1.16
H 0.24 0.16 0.01
H 1.62 -0.64 0.26
H 0.07 -2.52 1.07
H 0.77 0.27 -0.17
H 0.59 0.77 0.11
H -0.53 0.72 -1.11
H -0.76 0.02 -0.64
H 0.35 0.07 -0.03
H 0.63 -0.83 1.23
H -1.12 0.32 0.97
O 0.40 0.52 -2.38